(1)
ORCA calculation (wB97M-V/def2-TZVPD) on a molecular structure, C9H18Cl10O in a non-equilibrium geometry.

Positions of all 38 atoms, in Å:
C (0.352961, -0.305934, -2.195983)
C (0.529741, 0.267316, -3.610773)
C (-0.745609, -0.349904, -4.252693)
O (-0.877859, -1.620874, -3.669593)
C (-0.057409, -1.786654, -2.519213)
H (-0.286219, 0.250396, -1.510403)
H (1.258741, -0.264324, -1.591053)
H (1.430411, -0.107694, -4.096843)
H (0.409211, 1.350566, -3.622943)
H (-0.478499, -0.483884, -5.300923)
H (-1.670529, 0.182786, -4.031643)
H (0.866711, -2.355674, -2.620813)
H (-0.588519, -2.164994, -1.645773)
C (1.540901, 3.334776, -1.376783)
Cl (2.001511, 3.744506, 0.313667)
Cl (1.334501, 4.862166, -2.271943)
H (2.209901, 2.625706, -1.864373)
H (0.612391, 2.763956, -1.365303)
C (-0.075649, 0.276826, 1.035587)
Cl (0.122121, 1.390756, -0.371893)
Cl (0.694351, -1.302584, 0.680847)
H (0.321631, 0.688786, 1.963247)
H (-1.151329, 0.135826, 1.141057)
C (-3.851859, -1.101254, 1.504377)
Cl (-2.714409, -2.251684, 2.164307)
Cl (-3.033379, 0.323026, 0.837417)
H (-4.320599, -1.583474, 0.646557)
H (-4.485939, -0.764184, 2.324387)
C (-0.320819, -1.835094, 3.271647)
Cl (-0.852339, -0.055674, 3.581887)
Cl (0.509181, -2.585764, 4.655457)
H (-1.146649, -2.494134, 3.003757)
H (0.358831, -1.812514, 2.419777)
C (2.359771, 0.670006, 3.771737)
Cl (3.426861, -0.715284, 4.167937)
Cl (2.247271, 1.048016, 1.988937)
H (1.360991, 0.463416, 4.156257)
H (2.709641, 1.562746, 4.290087)

Force components x, y, z for each atom (eV/Å):
1.17 -2.38 -1.30
-2.07 0.02 1.11
1.78 -0.05 0.01
-0.05 -1.88 0.31
0.26 2.64 0.91
-1.08 -2.20 -2.86
0.39 -0.39 -0.58
-0.02 0.27 0.00
0.55 0.16 -0.21
-0.91 0.11 -0.30
0.15 0.47 -0.44
-0.15 -0.45 -0.73
-0.43 -0.37 -0.42
0.02 0.89 -0.11
0.07 -0.18 -0.99
0.13 -0.56 -0.17
0.68 0.63 0.17
0.34 2.04 -0.59
-1.30 -0.29 -1.26
-0.67 1.52 6.22
0.34 0.60 -1.69
-0.39 -0.10 -1.65
1.31 -0.30 -0.34
-0.30 0.15 -0.47
-2.11 -0.24 -1.11
-1.61 0.32 -0.27
-0.40 0.20 0.46
-0.16 -0.18 -0.44
1.10 -0.15 1.40
-0.68 -2.35 1.56
-0.29 0.43 -0.09
1.28 0.75 1.23
-0.28 0.07 1.47
0.15 0.10 0.00
-0.34 0.70 -0.37
2.84 0.43 2.21
0.34 -0.23 -0.35
0.33 -0.18 -0.34

- Spin multiplicity: 1
- Gap between HOMO and LUMO: 9.46 eV
- Highest occupied orbital energy: -9.270 eV
- Lowest unoccupied orbital energy: 0.19 eV
- Total charge: 0

---

(2)
ORCA calculation (wB97M-V/def2-TZVPD) on 9 unconnected molecules or ions with the total composition C9H18Cl18.

Positions of all 45 atoms, in Å:
Cl (0.204766, -2.921550, -0.480070)
C (-0.112496, -4.580203, -1.038273)
Cl (-1.712634, -4.750992, -1.730749)
H (0.632829, -4.816200, -1.789171)
H (0.008477, -5.237382, -0.185139)
Cl (4.939570, 3.214549, -3.047006)
C (3.346150, 3.439643, -2.344422)
Cl (2.094001, 2.557401, -3.221522)
H (3.365018, 3.072381, -1.324349)
H (3.105479, 4.495682, -2.366217)
Cl (1.872915, -1.586341, 2.546432)
C (1.328465, -2.753309, 3.753380)
Cl (0.699287, -1.965428, 5.205035)
H (0.542578, -3.355998, 3.314978)
H (2.189751, -3.339046, 4.047676)
Cl (-1.500798, 0.997269, -0.131291)
C (0.028798, 0.614200, 0.624098)
Cl (1.225631, 1.905526, 0.381064)
H (-0.098122, 0.487735, 1.692362)
H (0.432904, -0.288999, 0.179524)
Cl (-5.406158, 1.534712, -3.191705)
C (-4.599654, 1.395679, -1.633267)
Cl (-5.615728, 2.004058, -0.317793)
H (-4.392985, 0.352883, -1.430055)
H (-3.692228, 1.982593, -1.702338)
Cl (-2.092648, -0.703243, -3.447501)
C (-0.437470, -0.108989, -3.282996)
Cl (0.686744, -0.970957, -4.334684)
H (-0.438824, 0.943099, -3.542620)
H (-0.106234, -0.243942, -2.260868)
Cl (-2.591329, -4.377154, 2.863363)
C (-2.976333, -2.657833, 3.070382)
Cl (-1.633336, -1.640422, 2.525013)
H (-3.839291, -2.427736, 2.460287)
H (-3.132040, -2.474288, 4.124983)
Cl (-0.978866, 5.895677, 2.759288)
C (-0.428839, 4.807318, 1.482409)
Cl (-1.336731, 5.035009, -0.007608)
H (0.612570, 5.028346, 1.282410)
H (-0.543620, 3.778623, 1.797350)
Cl (5.671468, -0.185819, -0.707270)
C (4.043147, -0.470285, -0.118227)
Cl (2.879304, -0.657765, -1.438932)
H (4.047845, -1.384664, 0.464562)
H (3.708667, 0.356162, 0.499477)

Force components x, y, z for each atom (eV/Å):
-0.02 -0.11 -0.01
0.38 0.11 0.04
-0.13 -0.07 -0.01
-0.08 0.05 -0.09
-0.21 0.00 0.03
0.20 -0.03 -0.08
-0.13 0.05 0.19
-0.07 0.01 -0.10
0.01 -0.05 -0.01
-0.03 0.00 -0.05
0.11 0.16 -0.11
0.05 -0.05 0.22
-0.01 -0.02 0.00
-0.02 0.00 -0.02
-0.03 -0.09 -0.04
-0.28 0.08 -0.02
0.39 -0.07 0.08
0.04 0.04 0.08
-0.11 0.05 -0.01
0.00 0.02 -0.03
-0.11 -0.08 -0.20
-0.05 0.02 0.00
0.10 0.06 0.06
0.07 -0.03 -0.08
0.02 0.03 0.20
-0.06 -0.05 0.06
0.04 0.11 0.04
0.05 0.00 -0.04
0.06 -0.01 -0.06
-0.08 -0.08 0.02
-0.03 0.03 0.02
0.25 -0.14 -0.12
-0.13 0.04 0.00
-0.07 0.02 0.06
-0.09 0.04 0.00
-0.02 -0.04 0.11
0.16 0.05 -0.01
-0.09 -0.02 -0.21
0.01 0.00 0.00
-0.09 0.02 0.11
0.16 0.15 -0.02
-0.27 -0.21 0.21
0.02 -0.05 -0.07
-0.01 -0.03 -0.07
0.13 0.11 -0.07

- Spin multiplicity: 1
- Gap between HOMO and LUMO: 10.99 eV
- Highest occupied orbital energy: -10.815 eV
- Lowest unoccupied orbital energy: 0.17 eV
- SMILES: ClCCl.ClCCl.ClCCl.ClCCl.ClCCl.ClCCl.ClCCl.ClCCl.ClCCl
- Total charge: 0

---

(3)
ORCA calculation (wB97M-V/def2-TZVPD) on 2 unconnected molecules or ions with the total composition C9H18Cl2FN4O5S in a non-equilibrium geometry.

Positions of all 40 atoms, in Å:
C (1.718054, -3.125937, 0.603461)
C (0.096137, -3.044261, 0.404546)
Cl (-0.578794, -4.340464, 1.565046)
C (-0.444574, -1.564536, 0.766916)
Cl (0.913434, -0.384232, 0.279365)
N (-1.650717, -1.133080, -0.017974)
C (-2.881875, -1.766001, 0.418686)
N (-3.813444, -0.981390, 1.053766)
N (-3.251326, -3.170090, 0.199284)
O (-4.533627, -3.428794, 0.621628)
C (-4.474389, -4.657599, 1.357469)
N (-4.625100, -5.727690, 1.899693)
S (-3.239808, -3.552848, -1.528751)
O (-3.146330, -2.293712, -2.340709)
O (-4.485276, -4.290083, -1.898566)
F (-1.932670, -4.592045, -1.780283)
H (2.296849, -2.807211, -0.326785)
H (1.931298, -4.256253, 0.755378)
H (2.038591, -2.614672, 1.572467)
H (-0.124149, -3.296554, -0.693004)
H (-0.537319, -1.457148, 1.900707)
H (-1.799795, -0.114357, 0.165011)
H (-3.768510, -0.748915, 2.054183)
H (-4.592096, -0.643573, 0.447800)
C (1.020656, 2.770155, -0.375921)
O (2.419339, 2.532460, -0.343618)
C (3.095271, 3.119600, -1.456890)
C (3.786490, 4.421425, -1.063188)
O (2.837215, 5.430113, -0.720736)
C (2.701418, 5.590191, 0.685303)
H (0.607663, 2.508134, 0.600862)
H (0.786822, 3.817316, -0.580299)
H (0.555258, 2.131878, -1.135026)
H (2.406103, 3.277602, -2.292600)
H (3.856725, 2.402397, -1.781410)
H (4.348216, 4.793070, -1.925893)
H (4.496224, 4.259254, -0.245257)
H (3.568686, 6.122953, 1.083561)
H (2.593333, 4.628911, 1.196120)
H (1.806031, 6.185991, 0.875645)

Force components x, y, z for each atom (eV/Å):
-0.55 -1.65 0.25
1.65 0.52 -0.17
-0.02 1.31 -1.04
2.76 -1.19 -0.22
-1.65 -0.70 0.37
-2.98 -1.90 3.32
0.79 0.81 0.02
-0.05 -0.22 -1.48
1.97 3.29 -1.41
0.07 -3.19 2.54
-1.46 -2.91 1.04
0.96 5.66 -2.74
-3.31 -0.48 -7.13
1.42 -3.42 3.30
4.28 1.27 2.49
-2.59 2.63 1.22
-0.95 -0.09 1.48
-0.30 1.92 -0.33
-0.41 -0.52 -1.56
-0.01 0.23 1.79
-0.22 -0.04 -1.65
0.10 -0.93 -0.38
0.29 0.28 -0.91
0.26 -0.80 1.22
0.12 0.05 0.08
-0.37 0.09 -0.10
0.48 -0.03 0.32
-0.40 0.18 -0.38
0.08 -0.39 0.25
-0.09 0.13 -0.10
0.12 0.01 -0.04
0.05 -0.01 -0.05
-0.12 0.11 -0.08
0.00 0.09 0.08
-0.03 0.05 -0.01
0.01 -0.06 0.02
-0.09 -0.08 -0.01
0.01 -0.03 0.12
0.05 0.02 -0.03
0.11 0.00 -0.12

- Spin multiplicity: 1
- Gap between HOMO and LUMO: 4.29 eV
- Highest occupied orbital energy: -11.236 eV
- Lowest unoccupied orbital energy: -6.94 eV
- Total charge: +1

---

Question: Look up the gap between HOMO and LUMO of the first one.
Answer: 9.46 eV

---

Question: What is the formula in the second record?
Answer: C9H18Cl18

---

Question: The lowest highest occupied orbital energy belongs to which entry?
Answer: C9H18Cl2FN4O5S

---

Question: Which value of lowest unoccupied orbital energy does entry 1 give?
Answer: 0.19 eV